Computed, not measured: a molecular structure, C29H24BF7N4O2OsS, with ωB97M-V with the def2-TZVPD basis set.

Each line ends with the natural charge from an NBO analysis.
Element x y z (Å)
Os 0.08 0.43 0.60  1.180
C 2.57 -2.31 1.60  -0.638
C 1.24 -3.01 1.57  -0.025
C 1.19 -4.38 1.33  -0.209
C -0.01 -5.06 1.33  -0.191
C -1.20 -4.39 1.59  -0.209
C -1.19 -3.02 1.84  -0.011
C -2.48 -2.31 2.14  -0.642
C 0.03 -2.35 1.82  0.184
N 0.04 -0.93 2.00  -0.570
C -0.29 -0.47 3.30  0.668
O -0.30 -1.16 4.29  -0.523
C -0.70 0.98 3.31  0.124
C -0.90 1.78 4.42  -0.166
C -1.18 3.12 4.19  -0.140
C -1.24 3.64 2.90  -0.169
C -1.03 2.77 1.85  0.119
N -0.81 1.48 2.09  -0.393
C -0.95 3.12 0.38  0.649
O -1.24 4.21 -0.03  -0.557
N -0.55 2.03 -0.38  -0.595
C -0.74 2.12 -1.80  0.119
C -2.02 1.91 -2.32  0.010
C -3.22 1.86 -1.41  -0.640
C -2.16 1.83 -3.70  -0.208
C -1.06 1.98 -4.53  -0.194
C 0.18 2.26 -3.99  -0.224
C 0.36 2.35 -2.62  -0.003
C 1.68 2.80 -2.04  -0.639
H 3.29 -2.91 2.17  0.228
H 2.53 -1.33 2.07  0.243
H 2.98 -2.21 0.59  0.210
H 2.11 -4.91 1.16  0.211
H -0.03 -6.13 1.14  0.215
H -2.14 -4.92 1.59  0.211
H -3.33 -2.86 1.72  0.226
H -2.50 -1.30 1.71  0.209
H -2.64 -2.21 3.21  0.233
H -0.80 1.36 5.41  0.254
H -1.33 3.79 5.04  0.233
H -1.42 4.68 2.70  0.254
H -3.06 1.21 -0.55  0.214
H -4.09 1.50 -1.95  0.223
H -3.44 2.86 -1.04  0.232
H -3.14 1.65 -4.12  0.212
H -1.18 1.90 -5.60  0.215
H 1.03 2.44 -4.65  0.211
H 2.48 2.67 -2.76  0.216
H 1.94 2.28 -1.12  0.221
H 1.63 3.86 -1.79  0.237
F 0.00 -3.08 -4.69  -0.319
C -0.52 -2.47 -3.62  0.983
F -1.47 -1.63 -4.05  -0.311
F -1.12 -3.41 -2.87  -0.313
C 0.54 -1.74 -2.83  -0.215
C 1.84 -1.66 -3.26  -0.106
C 2.80 -0.96 -2.50  -0.226
C 2.41 -0.36 -1.33  0.058
N 1.14 -0.44 -0.92  -0.486
C 0.21 -1.11 -1.63  0.099
S -1.27 -0.94 -0.75  0.129
H 2.13 -2.14 -4.19  0.241
H 3.83 -0.90 -2.83  0.230
H 3.10 0.19 -0.69  0.248
F 1.70 1.64 1.25  -0.562
B 2.75 1.60 2.37  1.370
F 3.90 1.19 1.73  -0.544
F 2.27 0.66 3.27  -0.553
F 2.78 2.87 2.87  -0.536

Summary:
multiplicity: 1
HOMO (spin up / spin down): -0.3230 / -0.3230 Ha
E_tot: -73529.4334 eV
ΔE to the lowest compared entry with this formula, charge and spin: 0.0 kJ/mol